Entry 1:
A cluster of 2 separate species, C10H23N5O5 in total at a distorted geometry, computed with wB97M-V/def2-TZVPD.

```
43
Properties=species:S:1:pos:R:3:forces:R:3
C 3.415 -1.208 -0.266 -0.101 -0.781 1.080
C 4.782 -1.802 -0.206 0.262 -0.199 -0.382
C 3.302 -0.198 0.879 -0.911 1.132 -3.449
C 4.252 1.034 0.717 -6.337 -3.768 -1.671
C -4.117 -1.351 -0.148 -2.471 -1.047 0.226
C -3.182 -2.581 -0.406 -0.009 -0.520 1.580
C -3.524 -0.238 0.707 3.657 -2.214 -3.318
C -2.397 0.386 -0.120 -0.584 -0.387 0.794
C -1.819 1.661 0.436 3.250 -3.466 -1.196
C -0.311 3.245 -0.564 1.307 1.626 -0.669
H 2.138 -2.600 0.560 0.033 -0.643 1.720
H 1.556 -2.050 -0.712 -2.791 1.562 -1.746
H 3.393 -0.647 -1.177 -0.255 0.382 -0.770
H 3.467 -0.646 1.794 0.163 -0.997 2.042
H 1.815 0.824 0.151 -0.064 1.346 -0.791
H 4.496 1.217 -0.222 1.229 0.559 -4.390
H 3.731 1.798 1.046 -2.536 4.059 1.829
H 4.990 0.872 1.259 6.963 -1.231 4.681
H 4.093 -3.084 -1.340 -1.928 -0.577 -0.596
H -5.722 -2.576 0.291 -0.559 -0.727 -0.387
H -4.627 -2.412 1.441 0.002 -0.508 0.650
H -4.573 -0.993 -1.134 0.662 -0.435 1.369
H -3.090 -0.766 1.513 0.496 -0.295 1.325
H -4.133 0.481 1.064 -2.767 1.953 0.828
H -2.717 0.604 -1.164 0.094 -0.261 0.703
H -1.571 -0.336 -0.143 -0.103 0.077 -0.386
H -1.182 1.508 1.328 -0.343 -0.164 -0.126
H -2.472 2.370 0.659 -3.185 3.154 0.722
H -0.308 1.357 -0.800 2.009 -1.840 -0.533
H 1.254 4.191 -0.641 0.914 0.818 0.039
H -1.920 4.625 -0.537 -1.713 -0.233 -0.255
H -0.470 5.260 -0.750 2.020 2.580 -1.055
H -1.799 -3.280 -1.286 1.586 -2.002 0.081
N 2.388 -2.299 -0.338 3.960 0.026 0.089
N -5.172 -1.905 0.774 0.283 1.466 -1.083
N -0.981 2.032 -0.694 -1.570 4.040 0.843
N 0.974 3.238 -0.639 -0.819 -1.056 -0.044
N -0.958 4.514 -0.442 -0.680 -4.592 1.441
O 5.710 -1.315 0.374 0.340 -0.005 0.350
O 1.916 0.120 0.766 -0.491 -0.072 1.782
O 4.905 -2.905 -0.917 2.394 -0.562 0.178
O -3.105 -3.517 0.379 -0.184 1.160 -0.368
O -2.426 -2.629 -1.492 -1.225 2.641 -1.139
```
Forces are in eV/Å.

Properties
* Kohn-Sham gap: 0.3574 hartree
* SMILES: [H]/N=C(\N)NCCC[C@H](N)C(=O)O.C[C@@H](O)[C@H](N)C(=O)O
* DFT total energy: -28428.94709 eV
* maximum force: 8.48 eV/A
* energy above the lowest of the compared OMol25 structures with the same formula, charge and spin: 307.02 kJ/mol
* HOMO level: -9.44 eV


Entry 2:
A structure of composition C10H24Al2B2BeClF11N4O8P2S at a distorted geometry, computed with wB97M-V/def2-TZVPD.

```
66
Properties=species:S:1:pos:R:3:forces:R:3
C -0.207 -1.110 -3.000 0.013 0.817 0.602
C 0.413 -2.236 -3.302 0.132 -0.878 -0.050
P 2.277 -2.361 -3.640 -4.035 -0.185 1.940
P 2.078 -0.822 -5.267 -1.448 0.519 -3.691
N 1.065 -1.365 -6.386 0.790 -0.135 1.765
B 2.335 -3.694 -2.193 0.807 -0.426 0.584
C 2.727 -3.188 -0.707 0.122 -0.378 0.252
O 2.039 -5.003 -2.362 -0.565 1.221 0.532
S 4.481 -2.692 -3.936 0.967 -1.935 -0.128
O 4.720 -4.070 -3.557 0.048 0.350 0.584
O 4.946 -2.618 -5.415 0.465 2.281 0.238
C 5.613 -1.672 -2.794 1.611 1.299 -0.672
F 5.711 -2.223 -1.583 -1.149 -0.244 0.021
F 6.822 -1.773 -3.327 0.097 -0.172 -0.455
C 5.360 -0.111 -2.607 1.379 0.087 1.182
F 5.048 0.579 -3.650 -1.423 0.561 -0.293
F 4.492 0.129 -1.578 -0.604 -0.380 -0.422
F 6.510 0.386 -2.193 0.646 -0.199 0.527
H -1.293 -1.002 -2.975 0.298 -0.187 0.221
H 0.379 -0.220 -2.735 -0.287 -0.096 -0.443
H -0.204 -3.146 -3.372 0.324 0.271 -0.513
H 2.050 -3.424 -4.611 0.582 0.246 -0.438
H 2.477 -1.263 -2.677 0.652 0.316 0.037
H 1.555 0.387 -4.710 0.709 -0.254 0.307
H 3.273 -0.497 -5.947 -0.011 0.239 0.714
H 0.746 -2.310 -6.176 -0.208 0.049 -0.582
H 1.831 -3.318 -0.069 0.445 -0.110 0.007
H 3.006 -2.092 -0.674 -0.077 -1.190 -1.595
H 3.611 -3.734 -0.324 -0.508 0.102 0.050
H 1.383 -5.138 -3.057 0.326 -0.462 -0.435
Al 3.008 -0.973 0.645 0.976 1.352 1.187
F 5.274 -0.862 -5.267 0.023 -2.013 -0.737
Cl 5.261 0.017 1.572 -0.704 -1.347 1.835
F 5.841 -0.811 3.992 -0.419 0.772 -2.152
C 0.023 2.608 1.949 0.023 0.040 0.095
O -0.593 1.647 1.480 -0.052 0.211 -0.043
N -0.360 3.895 1.713 0.207 -0.085 -0.036
N 1.118 2.465 2.737 -0.029 -0.122 -0.218
H 0.109 4.706 2.079 -0.113 0.044 0.019
H -1.179 4.016 1.135 0.374 0.147 0.607
H 1.422 1.531 2.937 -0.020 0.017 0.155
H 1.627 3.238 3.128 -0.027 0.000 0.043
C -1.298 -0.361 4.321 -0.227 0.052 0.009
C -1.701 -1.647 3.645 0.187 0.135 0.051
O -0.906 -2.521 3.386 0.152 -0.123 -0.215
N -3.027 -1.811 3.319 0.272 0.262 0.004
C -4.111 -0.895 3.539 0.315 -1.217 0.029
H -0.230 -0.381 4.513 -0.023 -0.109 -0.002
H -1.517 0.492 3.674 0.004 0.042 0.078
H -1.817 -0.254 5.275 0.022 0.114 -0.013
H -3.229 -2.694 2.871 -0.095 -0.017 0.106
H -4.870 -1.377 4.162 -0.250 0.370 -0.023
H -4.554 -0.657 2.557 -0.180 -0.156 -0.017
H -3.770 0.022 4.030 0.259 -0.240 0.264
Al -4.916 1.443 2.752 -0.472 1.476 0.067
C -8.184 3.529 1.291 -2.935 0.742 1.599
O -8.429 2.693 0.398 1.970 0.165 -0.355
O -9.231 3.862 2.053 0.881 -0.746 -1.130
O -7.085 4.062 1.531 1.170 -0.507 -0.705
H -9.884 3.279 1.596 -0.740 0.534 0.811
B -5.093 5.486 4.417 0.457 0.262 0.329
F -4.818 6.386 5.434 -0.187 -0.119 -0.310
F -6.251 5.898 3.714 -0.118 -0.171 -0.273
F -3.999 5.414 3.518 -0.083 -0.274 -0.265
F -5.319 4.203 4.950 -0.027 -0.621 -0.274
Be -2.552 3.957 -0.223 -0.682 -0.002 -0.364
```
Forces are in eV/Å.

Properties
* Kohn-Sham gap: 0.0462 hartree
* total charge: +2
* DFT total energy: -119838.05649 eV
* maximum force: 4.48 eV/A
* energy above the lowest of the compared OMol25 structures with the same formula, charge and spin: 481.26 kJ/mol
* HOMO level: -13.10 eV


Entry 3:
A structure of composition C10H24B3Cl2N3O6 at a distorted geometry, computed with wB97M-V/def2-TZVPD.

```
48
Properties=species:S:1:pos:R:3:forces:R:3
C -2.251 -1.709 4.418 -0.026 0.126 -0.605
B -2.145 -0.477 3.478 -0.323 0.972 0.968
O -3.183 -0.079 2.628 -0.060 -1.168 0.037
B -2.718 -0.226 1.351 -0.739 0.813 -0.315
Cl -3.556 -1.261 0.213 0.000 0.213 -0.137
O -1.534 0.395 1.029 0.252 -0.871 -0.683
B -0.601 0.205 2.015 0.886 0.930 0.246
Cl 1.063 -0.206 1.632 -0.027 0.196 -0.201
O -0.971 0.269 3.328 0.069 -1.048 -0.010
H -3.068 -2.334 4.067 -0.209 -0.057 0.267
H -2.390 -1.432 5.459 0.021 -0.077 0.149
H -1.332 -2.284 4.306 0.148 -0.020 0.294
C 1.725 1.362 -4.136 0.062 0.001 -0.014
C 2.064 0.429 -2.998 0.049 -0.037 0.038
O 3.208 0.051 -2.791 -0.057 0.041 -0.036
N 1.046 0.018 -2.202 -0.033 0.045 -0.106
C -0.362 0.357 -2.292 0.160 -0.165 0.204
H 2.639 1.595 -4.672 0.044 -0.033 0.033
H 1.023 0.892 -4.825 -0.060 0.062 0.012
H 1.291 2.289 -3.760 -0.075 -0.012 -0.044
H 1.340 -0.600 -1.461 -0.039 0.034 0.034
H -0.690 0.842 -1.372 -0.065 0.042 -0.044
H -0.957 -0.548 -2.430 -0.070 0.049 -0.053
H -0.545 1.026 -3.125 0.019 0.003 -0.028
C 8.211 -3.174 -1.685 0.038 -0.049 -0.005
C 6.907 -3.903 -1.913 -0.065 -0.085 -0.011
O 6.866 -5.111 -2.087 0.044 0.017 0.008
N 5.772 -3.159 -1.917 0.145 0.076 0.069
C 5.624 -1.724 -1.729 -0.144 -0.323 -0.096
H 9.017 -3.899 -1.710 -0.034 -0.057 -0.011
H 8.380 -2.431 -2.465 0.000 0.069 0.059
H 8.212 -2.678 -0.714 0.011 0.082 -0.037
H 4.939 -3.704 -2.076 -0.008 0.030 -0.022
H 4.989 -1.528 -0.865 0.029 0.123 0.004
H 5.152 -1.280 -2.602 0.000 0.137 0.044
H 6.589 -1.254 -1.569 0.036 -0.041 0.011
C -4.606 2.566 1.099 0.077 -0.007 -0.080
C -5.681 3.627 1.096 -0.040 0.085 -0.054
O -5.733 4.493 0.241 0.030 -0.029 0.001
N -6.599 3.579 2.098 0.075 -0.098 0.029
C -6.688 2.627 3.190 -0.178 0.267 -0.096
H -3.954 2.734 0.246 -0.042 0.073 -0.034
H -4.012 2.621 2.012 -0.028 -0.099 0.029
H -5.049 1.572 1.014 0.030 -0.021 0.094
H -7.290 4.311 2.045 -0.002 -0.011 0.012
H -7.644 2.102 3.154 0.040 -0.085 0.045
H -6.615 3.146 4.147 0.041 -0.081 0.046
H -5.888 1.896 3.129 0.015 -0.008 -0.013
```
Forces are in eV/Å.

Properties
* Kohn-Sham gap: 0.3287 hartree
* DFT total energy: -54599.17488 eV
* maximum force: 1.41 eV/A
* HOMO level: -9.02 eV


Entry 4:
A cluster of 2 separate species, C10H24BO6 in total at a distorted geometry, computed with wB97M-V/def2-TZVPD.

```
41
Properties=species:S:1:pos:R:3:forces:R:3
C -1.752 3.351 -0.126 0.039 1.531 -0.253
O -0.895 2.433 -0.892 -1.052 -0.446 1.566
C -1.152 1.022 -0.564 -0.413 -0.388 0.793
C 0.237 0.151 -0.234 0.232 1.996 -0.163
C 0.982 0.984 0.974 0.041 -0.637 0.742
C 2.472 0.467 1.388 0.580 -0.241 1.198
C 2.534 -0.955 2.203 1.110 -0.653 -1.137
O 3.003 1.493 2.349 -2.917 -0.066 -0.347
O -0.020 -1.194 0.287 -1.960 0.423 -1.110
C -1.130 -1.890 -0.348 -0.899 -2.007 0.457
C -2.543 -1.880 0.547 -0.828 -0.370 -0.619
C -3.824 -2.443 -0.362 -0.165 -0.048 0.967
O -3.982 -1.735 -1.644 0.879 0.379 0.967
B 1.189 -0.052 -1.590 1.769 -0.789 -0.283
C 0.907 0.611 -3.064 -0.076 -0.139 -1.039
O 2.391 -0.955 -1.501 -3.749 -0.257 -0.689
H -1.290 4.446 -0.240 -0.815 -2.502 0.144
H -1.775 3.134 1.034 -0.042 0.104 -2.379
H -2.842 3.439 -0.600 2.152 -0.527 1.163
H -1.757 0.574 -1.478 1.062 0.724 1.935
H -1.763 1.020 0.447 0.925 -0.282 -2.131
H 1.048 2.141 0.809 -0.175 -2.240 -0.221
H 0.292 0.835 1.937 1.265 0.184 -1.921
H 3.262 0.432 0.525 -1.550 0.049 1.647
H 2.227 -1.845 1.469 0.322 1.913 1.701
H 3.689 -1.152 2.436 -2.368 0.840 -0.504
H 1.934 -0.981 3.207 0.841 0.231 -2.001
H 2.158 1.864 2.784 2.018 -0.833 -0.803
H -1.372 -1.601 -1.453 0.631 -0.192 2.018
H -0.827 -3.046 -0.382 -0.515 2.491 0.042
H -2.477 -2.594 1.486 0.115 1.571 -1.885
H -2.850 -0.811 0.908 0.793 -1.940 -0.652
H -4.850 -2.307 0.227 2.266 -0.213 -0.935
H -3.743 -3.616 -0.558 0.075 2.658 0.079
H -3.585 -0.814 -1.623 -0.641 -1.756 0.455
H 0.122 1.476 -3.090 1.590 -1.489 0.078
H 1.919 0.917 -3.618 -2.229 -0.591 1.306
H 0.453 -0.261 -3.742 0.902 1.626 1.362
H 2.054 -1.910 -1.613 0.920 2.089 0.554
O 5.820 0.235 1.593 0.068 -1.283 -0.827
H 5.739 1.016 2.109 -0.200 1.078 0.723
```
Forces are in eV/Å.

Properties
* Kohn-Sham gap: 0.1488 hartree
* total charge: -1
* DFT total energy: -23714.42958 eV
* maximum force: 3.82 eV/A
* HOMO level: -1.85 eV


Entry 5:
A structure of composition C10H24F6NO12S2Tl at a distorted geometry, computed with wB97M-V/def2-TZVPD.

```
56
Properties=species:S:1:pos:R:3:forces:R:3
Tl 0.207 -1.569 -0.268 -0.102 -0.057 0.103
C 0.830 6.280 -2.375 0.545 1.115 0.549
F -0.157 6.258 -1.454 0.964 -0.147 -1.846
F 0.618 7.149 -3.390 0.024 -1.530 1.841
F 1.965 6.585 -1.723 -0.861 -0.168 -0.651
S 1.013 4.505 -3.188 -4.475 -0.885 -0.683
O -0.096 3.695 -2.723 1.264 0.647 0.678
O 0.972 4.674 -4.624 1.582 0.119 1.191
N 2.411 3.754 -2.495 -1.163 0.866 -0.555
S 3.572 4.299 -3.386 5.106 0.578 -1.531
O 3.845 3.343 -4.474 -0.776 1.197 1.417
O 3.547 5.727 -3.690 -0.564 -1.634 0.160
C 5.193 4.254 -2.195 0.592 -0.104 1.129
F 6.232 4.824 -2.845 -1.813 -1.466 0.601
F 4.916 5.009 -1.120 -0.058 -0.668 -1.042
F 5.451 2.979 -1.761 -0.352 2.067 -1.249
C -1.878 -2.363 -6.396 0.536 -0.839 -0.069
C -0.466 -1.795 -6.643 -0.038 -0.049 0.681
O 0.533 -2.223 -5.684 -1.272 0.679 -0.905
O -2.376 -2.167 -5.102 0.417 0.479 0.272
H -1.742 -3.437 -6.519 -0.261 -0.384 -0.358
H -2.531 -1.947 -7.163 -0.059 -0.112 -0.059
H -0.649 -0.720 -6.641 0.709 0.368 0.421
H -0.164 -2.070 -7.654 -0.103 -0.068 0.017
H 1.129 -2.788 -6.182 0.233 -0.126 0.114
H -3.335 -2.191 -5.122 -0.140 0.083 -0.059
C 1.124 -5.210 5.249 -0.041 0.482 0.515
C -0.123 -4.523 5.786 -0.713 0.161 -1.158
O -0.303 -3.287 5.032 0.741 -0.254 0.679
O 0.986 -5.343 3.861 -0.009 -0.217 -0.667
H 1.352 -6.167 5.719 -0.505 -0.140 0.219
H 1.993 -4.590 5.470 0.125 0.381 0.110
H -0.138 -4.453 6.873 0.327 0.531 -0.022
H -1.025 -5.064 5.502 0.119 -0.765 0.148
H -0.880 -2.685 5.507 -0.049 -0.074 0.241
H 1.603 -6.019 3.573 0.009 -0.067 -0.138
C 3.206 2.015 4.392 0.212 -0.379 0.862
C 2.224 2.982 3.815 -0.221 0.628 -0.533
O 1.020 2.367 3.462 -0.679 -0.456 0.090
O 3.381 0.906 3.532 0.263 0.263 -0.331
H 2.895 1.603 5.352 -0.664 0.135 0.206
H 4.106 2.563 4.671 0.384 -0.042 -0.566
H 2.626 3.369 2.879 0.603 0.143 -0.236
H 2.041 3.861 4.432 0.218 -0.161 0.423
H 0.320 3.012 3.584 -0.230 -0.076 0.012
H 4.314 0.685 3.495 0.102 -0.064 0.002
C -6.500 -1.980 1.240 -0.195 0.406 -1.361
C -5.909 -3.322 1.627 1.660 -0.482 1.159
O -4.840 -3.762 0.750 -0.500 1.068 -0.386
O -5.522 -0.902 1.096 -0.247 -1.583 0.315
H -7.339 -1.618 1.835 0.316 -0.411 0.860
H -7.031 -2.210 0.316 0.318 0.408 -0.765
H -6.612 -4.142 1.772 -0.668 0.414 -0.500
H -5.452 -3.263 2.614 0.135 0.369 0.361
H -4.672 -4.705 0.808 -0.408 -0.056 0.302
H -5.887 -0.183 0.574 -0.339 -0.121 -0.009
```
Forces are in eV/Å.

Properties
* Kohn-Sham gap: 0.0477 hartree
* total charge: +2
* DFT total energy: -79458.85798 eV
* maximum force: 5.36 eV/A
* HOMO level: -13.85 eV